[1]
Molecular formula: C3H10NPS2
Method: DFT, the ωB97M-V functional and the def2-TZVPD basis

Summary:
- Highest occupied orbital energy (alpha / beta): -8.95 / -8.28 eV
- Relative energy (zero: lowest compared OMol25 entry of this formula, charge and spin): 67.50 kcal per mole

Geometry as ORCA input:
```
! RIJCOSX wB97M-V def2-TZVPD def2/J DEFGRID3
* xyz 0 1
C -0.29 -3.09 0.06
C 1.67 3.29 -1.29
C -1.09 -1.97 0.78
N -1.09 0.71 0.31
P -0.02 -0.37 1.05
S 0.00 0.23 2.93
S 1.13 2.18 -2.60
H 0.65 -3.07 0.51
H -0.75 -4.02 -0.02
H -0.21 -2.87 -0.95
H 1.53 4.28 -1.62
H 2.71 3.06 -1.14
H 1.08 3.06 -0.43
H -1.32 -2.34 1.73
H -2.03 -1.71 0.33
H -1.24 1.58 0.90
H -0.72 1.07 -0.54
*
```

[2]
Molecular formula: C3H10NPS2
Method: DFT, the ωB97M-V functional and the def2-TZVPD basis

Summary:
- Highest occupied orbital energy: -8.37 eV
- SMILES string: CP(S)S.C=NC
- Relative energy (zero: lowest compared OMol25 entry of this formula, charge and spin): 48.14 kcal per mole

Geometry as ORCA input:
```
! RIJCOSX wB97M-V def2-TZVPD def2/J DEFGRID3
* xyz 0 1
C -2.40 -1.64 -0.26
C -0.78 -1.60 1.49
C 1.68 2.30 -1.61
N -1.23 -1.45 0.15
P 0.68 1.35 -0.38
S 1.45 -0.56 -0.99
S 1.68 2.08 1.31
H 0.31 -1.10 -0.50
H -3.32 -1.93 0.42
H -2.51 -1.31 -1.27
H 0.05 -0.80 1.64
H -1.69 -1.53 2.16
H -0.28 -2.57 1.45
H 2.63 1.85 -1.62
H 1.31 2.09 -2.55
H 1.72 3.35 -1.60
H 0.70 1.47 2.15
*
```

[3]
Molecular formula: C3H10NS
Method: DFT, the ωB97M-V functional and the def2-TZVPD basis

Summary:
- Highest occupied orbital energy: -2.93 eV
- Relative energy (zero: lowest compared OMol25 entry of this formula, charge and spin): 13.28 kcal per mole

Geometry as ORCA input:
```
! RIJCOSX wB97M-V def2-TZVPD def2/J DEFGRID3
* xyz -1 1
S 0.82 2.10 1.11
H 1.45 3.29 1.21
C -0.09 -1.28 1.45
C 0.12 -1.02 -0.03
N -0.80 0.01 -0.50
C -0.47 0.56 -1.81
H 0.39 -2.21 1.78
H -1.16 -1.33 1.69
H 0.34 -0.50 2.09
H -0.05 -1.95 -0.61
H 1.16 -0.65 -0.15
H -0.58 0.81 0.15
H -1.19 1.37 -1.98
H 0.55 0.98 -1.77
H -0.49 -0.18 -2.62
*
```

[4]
Molecular formula: C3H10NS2
Method: DFT, the ωB97M-V functional and the def2-TZVPD basis

Summary:
- Highest occupied orbital energy: -12.93 eV
- SMILES string: CC[C@H]([NH3+])SS
- Relative energy (zero: lowest compared OMol25 entry of this formula, charge and spin): 32.58 kcal per mole

Geometry as ORCA input:
```
! RIJCOSX wB97M-V def2-TZVPD def2/J DEFGRID3
* xyz 1 1
C -1.18 -1.33 1.13
C -0.98 -0.02 0.33
C 0.60 0.20 0.35
N 0.90 1.62 -0.11
S 0.77 -0.10 -2.48
S 1.41 -1.08 -0.76
H -1.78 -1.25 1.99
H -0.21 -1.63 1.45
H -1.54 -2.18 0.52
H -1.40 0.80 0.93
H -1.38 -0.11 -0.68
H 1.15 0.35 1.27
H 1.82 1.95 0.24
H 1.03 1.76 -1.14
H 0.12 2.26 0.14
H 0.66 -1.22 -3.17
*
```

[5]
Molecular formula: C3H10NS2
Method: DFT, the ωB97M-V functional and the def2-TZVPD basis

Summary:
- Highest occupied orbital energy (alpha / beta): -11.44 / -13.75 eV
- <S²>: 2.0088
- Relative energy (zero: lowest compared OMol25 entry of this formula, charge and spin): 16.43 kcal per mole

Geometry as ORCA input:
```
! RIJCOSX wB97M-V def2-TZVPD def2/J DEFGRID3
* xyz 1 3
C -1.36 -0.01 1.85
C 1.51 -0.34 -1.29
C -1.09 0.27 0.40
N 1.47 -0.41 0.14
S -0.76 1.97 -0.01
S -1.71 -0.88 -0.68
H -0.59 0.50 2.55
H -2.43 0.33 2.10
H -1.27 -1.12 2.09
H 0.71 -0.88 -1.75
H 1.39 0.75 -1.36
H 2.38 -0.56 -1.74
H 2.08 0.30 0.62
H 1.94 -1.32 0.33
H -0.41 1.52 -1.33
H -1.86 -0.13 -1.90
*
```

[6]
Molecular formula: C3H10NS3
Method: DFT, the ωB97M-V functional and the def2-TZVPD basis

Summary:
- Highest occupied orbital energy (alpha / beta): -8.47 / -14.06 eV
- <S²>: 2.0061
- Relative energy (zero: lowest compared OMol25 entry of this formula, charge and spin): 13.55 kcal per mole

Geometry as ORCA input:
```
! RIJCOSX wB97M-V def2-TZVPD def2/J DEFGRID3
* xyz 1 3
C -1.57 1.87 0.49
C -0.99 -0.70 -0.68
C 0.50 -1.33 -0.19
N 1.48 -0.53 -0.79
S 0.85 -1.04 1.56
S 0.82 -3.13 -0.52
S -0.80 1.07 -1.09
H -1.98 2.87 0.29
H -0.94 1.82 1.39
H -2.47 1.26 0.79
H -1.06 -1.20 -1.61
H -1.77 -0.98 -0.04
H 1.62 -0.69 -1.81
H 2.44 -0.51 -0.31
H 0.97 0.45 -0.71
H -0.38 -1.11 2.10
H 0.40 -3.26 -1.84
*
```

[7]
Molecular formula: C3H10O2S2
Method: DFT, the ωB97M-V functional and the def2-TZVPD basis

Summary:
- Highest occupied orbital energy (alpha / beta): -13.16 / -12.79 eV
- <S²>: 1.7565
- Relative energy (zero: lowest compared OMol25 entry of this formula, charge and spin): 92.90 kcal per mole

Geometry as ORCA input:
```
! RIJCOSX wB97M-V def2-TZVPD def2/J DEFGRID3
* xyz 1 2
C 1.85 0.22 -0.65
C 0.38 0.64 -0.36
O -0.12 -0.50 0.20
C 2.70 -0.41 0.47
S 4.46 -0.23 -0.02
S -3.14 -0.13 -0.06
H 1.98 -0.35 -1.57
H 2.34 1.20 -0.83
H -0.14 1.07 -1.26
H 0.36 1.46 0.43
H -1.14 -0.54 0.17
H 2.56 -0.06 1.52
H 2.43 -1.45 0.44
H 4.93 -0.81 1.08
H -6.28 -0.41 0.86
H -6.45 0.08 -0.66
O -6.71 0.23 0.27
*
```

[8]
Molecular formula: C3H10O3
Method: DFT, the ωB97M-V functional and the def2-TZVPD basis

Summary:
- Highest occupied orbital energy: -9.99 eV
- SMILES string: OCCCO.O
- Relative energy (zero: lowest compared OMol25 entry of this formula, charge and spin): 21.28 kcal per mole

Geometry as ORCA input:
```
! RIJCOSX wB97M-V def2-TZVPD def2/J DEFGRID3
* xyz 0 1
C -0.71 -1.22 0.63
O -0.06 -1.88 1.71
C 0.40 -0.65 -0.25
C -0.05 0.24 -1.40
O -1.06 -0.43 -2.15
H -1.32 -1.85 0.00
H -1.33 -0.39 1.02
H -0.26 -1.53 2.58
H 1.08 -0.08 0.41
H 0.91 -1.60 -0.47
H -0.45 1.16 -0.99
H 0.83 0.33 -2.05
H -0.73 -1.16 -2.70
H 0.40 3.09 1.83
H 1.42 2.60 0.74
O 0.95 3.36 1.10
*
```

Which formula does entry 7 have? C3H10O2S2

Repeat the eighth record exactly.
Molecular formula: C3H10O3
Method: DFT, the ωB97M-V functional and the def2-TZVPD basis

Summary:
- Highest occupied orbital energy: -9.99 eV
- SMILES string: OCCCO.O
- Relative energy (zero: lowest compared OMol25 entry of this formula, charge and spin): 21.28 kcal per mole

Geometry as ORCA input:
```
! RIJCOSX wB97M-V def2-TZVPD def2/J DEFGRID3
* xyz 0 1
C -0.71 -1.22 0.63
O -0.06 -1.88 1.71
C 0.40 -0.65 -0.25
C -0.05 0.24 -1.40
O -1.06 -0.43 -2.15
H -1.32 -1.85 0.00
H -1.33 -0.39 1.02
H -0.26 -1.53 2.58
H 1.08 -0.08 0.41
H 0.91 -1.60 -0.47
H -0.45 1.16 -0.99
H 0.83 0.33 -2.05
H -0.73 -1.16 -2.70
H 0.40 3.09 1.83
H 1.42 2.60 0.74
O 0.95 3.36 1.10
*
```

Among the records above, which one has the highest relative energy (zero: lowest compared OMol25 entry of this formula, charge and spin)? C3H10O2S2